[1]
Computed, not measured: a molecular structure, C6H15F4Li2N2O12PS4, with ωB97M-V with the def2-TZVPD basis set.

Computed properties:
- E_HOMO (hartree) = -0.38523
- maximum force (Eh/bohr) = 0.1829
- calculated total energy (Eh) = -3598.56963
- net charge = 0
- LUMO (eV) = -3.3
- energy above the lowest of the compared OMol25 structures with the same formula, charge and spin (kJ/mol) = 816.4
- HOMO-LUMO gap (eV) = 7.14

CARTESIAN COORDINATES (ANGSTROEM)
Li (-0.23316, 1.12555, -2.06420)
Li (-1.61429, 1.50745, -5.52940)
N (-0.78647, 4.23442, -3.42126)
S (0.46216, 5.47739, -3.55533)
O (0.60809, 6.41281, -2.42368)
O (0.79553, 5.95159, -4.86076)
F (1.70187, 4.47127, -3.25779)
S (-1.84788, 5.26698, -2.99633)
O (-2.18304, 6.38317, -3.90743)
O (-2.04865, 5.57294, -1.56104)
F (-3.11966, 4.20157, -3.17754)
N (-1.31568, -1.37104, -3.84782)
S (-0.20787, -2.64618, -4.37798)
O (-0.12667, -2.82762, -5.81308)
O (0.00864, -3.77691, -3.46592)
F (1.12992, -1.72514, -4.11534)
S (-2.40910, -2.35961, -3.51272)
O (-2.38003, -3.10343, -2.28433)
O (-3.23479, -2.85766, -4.58056)
F (-3.35181, -1.11151, -3.08183)
C (-0.09651, -4.54067, 2.58288)
C (1.22411, -3.70852, 2.94991)
O (1.55780, -2.68081, 1.97467)
P (1.08938, -1.18924, 2.21497)
O (1.04637, -0.31271, 1.00103)
O (-0.40316, -1.42595, 2.87430)
C (-1.10896, -0.27972, 3.28197)
C (-1.95181, 0.31649, 2.09066)
O (2.01405, -0.71602, 3.50903)
C (2.56983, 0.62760, 3.49493)
C (3.87181, 0.76155, 2.70510)
H (-0.95223, -3.87405, 2.68997)
H (-0.14200, -4.89051, 1.55155)
H (-0.25359, -5.34224, 3.30461)
H (1.15880, -3.18970, 3.90629)
H (1.99012, -4.45175, 3.17113)
H (-1.73531, -0.39959, 4.16595)
H (-0.39442, 0.42231, 3.71170)
H (-2.48440, 1.21784, 2.39400)
H (-1.31191, 0.63440, 1.26752)
H (-2.74278, -0.31629, 1.68810)
H (1.82883, 1.36201, 3.17924)
H (2.70883, 0.85663, 4.55149)
H (3.68967, 0.92211, 1.64249)
H (4.54943, 1.53230, 3.07235)
H (4.43074, -0.16156, 2.85861)

Charges in e, computed with natural (NBO), in the same order as the atoms: atom 1 (Li): 0.98, atom 2 (Li): 0.99, atom 3 (N): -1.16, atom 4 (S): 2.34, atom 5 (O): -0.84, atom 6 (O): -0.86, atom 7 (F): -0.52, atom 8 (S): 2.36, atom 9 (O): -0.87, atom 10 (O): -0.88, atom 11 (F): -0.55, atom 12 (N): -1.17, atom 13 (S): 2.31, atom 14 (O): -0.86, atom 15 (O): -0.81, atom 16 (F): -0.53, atom 17 (S): 2.41, atom 18 (O): -0.87, atom 19 (O): -0.89, atom 20 (F): -0.56, atom 21 (C): -0.64, atom 22 (C): -0.06, atom 23 (O): -0.81, atom 24 (P): 2.56, atom 25 (O): -1.12, atom 26 (O): -0.81, atom 27 (C): -0.07, atom 28 (C): -0.64, atom 29 (O): -0.81, atom 30 (C): -0.07, atom 31 (C): -0.65, atom 32 (H): 0.22, atom 33 (H): 0.23, atom 34 (H): 0.22, atom 35 (H): 0.19, atom 36 (H): 0.20, atom 37 (H): 0.20, atom 38 (H): 0.17, atom 39 (H): 0.22, atom 40 (H): 0.20, atom 41 (H): 0.22, atom 42 (H): 0.18, atom 43 (H): 0.19, atom 44 (H): 0.22, atom 45 (H): 0.23, atom 46 (H): 0.22

---

[2]
Computed, not measured: a single C16H19N3O3S2 molecule, with ωB97M-V with the def2-TZVPD basis set.

Computed properties:
- E_HOMO (hartree) = -0.32436
- maximum force (Eh/bohr) = 0.0886
- calculated total energy (Eh) = -1807.42421
- net charge = 0
- SMILES = CC(=O)c1sc2nc(SCC(=O)N3CCCCC3)[nH]c(=O)c2c1C
- LUMO (eV) = -0.4
- energy above the lowest of the compared OMol25 structures with the same formula, charge and spin (kJ/mol) = 203.0
- HOMO-LUMO gap (eV) = 8.43

CARTESIAN COORDINATES (ANGSTROEM)
C (1.21774, -3.26410, 5.07511)
C (1.05189, -4.19714, 3.85119)
O (0.93214, -5.42731, 4.02353)
C (1.09309, -3.60458, 2.48728)
S (0.42428, -1.99510, 2.34557)
C (0.86141, -2.03764, 0.68441)
N (0.59316, -0.92111, -0.11323)
C (0.81924, -1.04756, -1.40435)
S (0.57709, 0.27212, -2.51054)
C (-1.20809, 0.38552, -2.52718)
C (-1.60169, 1.77947, -2.81066)
O (-1.76089, 1.99527, -4.02901)
N (-1.59007, 2.88742, -1.96208)
C (-0.90722, 2.78226, -0.64817)
C (-1.72805, 3.67184, 0.27967)
C (-2.13537, 5.13708, -0.08444)
C (-1.71070, 5.41654, -1.58389)
C (-1.96696, 4.22464, -2.53187)
N (1.42837, -2.16070, -1.90583)
C (1.97101, -3.12755, -1.11565)
O (2.67673, -3.95913, -1.60404)
C (1.57630, -3.07016, 0.23504)
C (1.78413, -4.01623, 1.34363)
C (2.83100, -5.22584, 1.26483)
H (2.03064, -2.67528, 4.85893)
H (0.28392, -2.63836, 5.08796)
H (1.32300, -3.79737, 5.94532)
H (-1.59281, -0.10586, -1.63263)
H (-1.51431, -0.14305, -3.48197)
H (0.07754, 3.17013, -0.82567)
H (-0.86508, 1.72174, -0.23611)
H (-2.69344, 3.15571, 0.44625)
H (-1.19850, 3.75304, 1.16860)
H (-3.23657, 5.27257, 0.02021)
H (-1.52853, 5.78300, 0.56035)
H (-2.13045, 6.37201, -1.85929)
H (-0.65985, 5.61644, -1.57796)
H (-3.02243, 4.23156, -2.75605)
H (-1.44490, 4.40909, -3.51175)
H (1.76438, -2.00551, -2.79612)
H (2.34058, -6.22781, 1.29419)
H (3.36441, -5.19029, 2.20448)
H (3.47382, -5.19980, 0.33193)

Charges in e, computed with natural (NBO), in the same order as the atoms: atom 1 (C): -0.69, atom 2 (C): 0.55, atom 3 (O): -0.53, atom 4 (C): -0.34, atom 5 (S): 0.46, atom 6 (C): 0.05, atom 7 (N): -0.50, atom 8 (C): 0.28, atom 9 (S): 0.28, atom 10 (C): -0.62, atom 11 (C): 0.64, atom 12 (O): -0.63, atom 13 (N): -0.43, atom 14 (C): -0.22, atom 15 (C): -0.42, atom 16 (C): -0.39, atom 17 (C): -0.41, atom 18 (C): -0.21, atom 19 (N): -0.58, atom 20 (C): 0.64, atom 21 (O): -0.58, atom 22 (C): -0.26, atom 23 (C): 0.10, atom 24 (C): -0.65, atom 25 (H): 0.22, atom 26 (H): 0.22, atom 27 (H): 0.24, atom 28 (H): 0.25, atom 29 (H): 0.28, atom 30 (H): 0.19, atom 31 (H): 0.24, atom 32 (H): 0.20, atom 33 (H): 0.20, atom 34 (H): 0.21, atom 35 (H): 0.21, atom 36 (H): 0.22, atom 37 (H): 0.19, atom 38 (H): 0.20, atom 39 (H): 0.22, atom 40 (H): 0.42, atom 41 (H): 0.24, atom 42 (H): 0.22, atom 43 (H): 0.26

---

[3]
Computed, not measured: a molecular structure, C50H124N8O11, with ωB97M-V with the def2-TZVPD basis set.

Computed properties:
- E_HOMO (hartree) = -0.18950
- maximum force (Eh/bohr) = 0.2323
- calculated total energy (Eh) = -3242.94884
- net charge = 0
- LUMO (eV) = 0.3
- energy above the lowest of the compared OMol25 structures with the same formula, charge and spin (kJ/mol) = 5042.2
- HOMO-LUMO gap (eV) = 5.46

CARTESIAN COORDINATES (ANGSTROEM)
C (-35.00554, 4.86192, -18.57784)
C (-36.35021, 4.60145, -19.34506)
C (-37.48009, 5.10430, -18.40376)
C (-37.56339, 6.60982, -18.23125)
C (-37.78595, 7.26755, -19.57795)
C (-36.79948, 6.82256, -20.69790)
N (-36.55722, 5.35657, -20.67679)
O (-35.59206, 4.99147, -21.64387)
C (-37.52567, 7.09297, -21.98003)
C (-35.51745, 7.64118, -20.49669)
C (-36.66468, 3.08689, -19.59185)
H (-34.88587, 4.20957, -17.71284)
H (-34.91895, 5.88155, -18.20241)
H (-34.14577, 4.68872, -19.22507)
H (-38.49004, 4.78098, -18.65588)
H (-37.26474, 4.64896, -17.43712)
H (-36.64686, 6.98160, -17.77317)
H (-38.38933, 6.93700, -17.59967)
H (-37.66794, 8.30852, -19.27703)
H (-38.79786, 6.95022, -19.82986)
H (-37.70616, 8.15283, -22.15954)
H (-36.96510, 6.82609, -22.87593)
H (-38.46322, 6.53903, -22.02748)
H (-35.05826, 7.31027, -19.56517)
H (-34.83089, 7.57792, -21.34092)
H (-35.77531, 8.69860, -20.55567)
H (-37.60298, 2.97047, -20.13419)
H (-36.78852, 2.62143, -18.61405)
H (-35.84940, 2.53979, -20.06524)
H (-34.77187, 5.29750, -21.24987)
C (-30.82315, 2.64563, -19.57271)
C (-31.54150, 1.29181, -19.25234)
C (-31.01425, 0.73044, -17.89042)
C (-31.65000, 1.24369, -16.65798)
C (-33.19212, 1.09363, -16.82452)
C (-33.79651, 1.81888, -18.07628)
N (-32.99574, 1.39772, -19.26057)
O (-33.50603, 1.65723, -20.57854)
C (-35.26147, 1.27247, -18.07895)
C (-33.75597, 3.32553, -17.86286)
C (-31.07280, 0.34276, -20.31463)
H (-29.77548, 2.49788, -19.31070)
H (-31.17559, 3.49745, -18.99109)
H (-30.83858, 2.86827, -20.63962)
H (-31.20114, -0.34333, -17.90354)
H (-29.93109, 0.78214, -17.77995)
H (-31.44940, 2.30365, -16.50193)
H (-31.23953, 0.81040, -15.74591)
H (-33.72978, 1.35205, -15.91225)
H (-33.33136, 0.01564, -16.90603)
H (-35.41179, 0.21918, -17.84212)
H (-35.89854, 1.73350, -17.32417)
H (-35.69960, 1.39798, -19.06909)
H (-34.31173, 3.84077, -17.07944)
H (-32.73425, 3.65005, -17.66570)
H (-34.01749, 3.91706, -18.74024)
H (-30.06510, -0.02773, -20.12652)
H (-31.14548, 0.81085, -21.29632)
H (-31.76293, -0.49510, -20.41360)
H (-33.30235, 2.59527, -20.59250)
C (-32.29782, 9.49174, -18.51127)
C (-31.95153, 8.51148, -19.58872)
C (-30.44030, 8.61793, -19.96278)
C (-29.57387, 7.86010, -18.88423)
C (-30.01529, 6.34746, -18.73436)
C (-31.48809, 6.21083, -18.29720)
N (-32.33631, 7.08048, -19.19572)
O (-33.70888, 7.01157, -18.88752)
C (-31.82175, 4.76674, -18.60634)
C (-31.65269, 6.60623, -16.79693)
C (-32.73100, 8.90625, -20.87895)
H (-32.83110, 10.39029, -18.82161)
H (-31.42413, 9.78482, -17.92916)
H (-32.93265, 9.11406, -17.70974)
H (-30.20801, 8.26728, -20.96835)
H (-30.16878, 9.67294, -19.99936)
H (-29.71857, 8.37317, -17.93348)
H (-28.53804, 7.90927, -19.21999)
H (-29.33482, 5.87528, -18.02577)
H (-29.89695, 5.99969, -19.76060)
H (-31.21437, 4.08690, -18.00884)
H (-32.81574, 4.52199, -18.23192)
H (-31.78566, 4.55844, -19.67564)
H (-31.41871, 7.62688, -16.49423)
H (-32.70438, 6.48617, -16.53688)
H (-31.12661, 5.92496, -16.12818)
H (-32.71073, 9.96197, -21.14939)
H (-33.71692, 8.45013, -20.78950)
H (-32.18090, 8.47759, -21.71666)
H (-33.87966, 7.44632, -18.04881)
C (-34.22209, 3.25453, -21.74611)
O (-33.17175, 3.61309, -20.94475)
H (-34.49330, 4.09175, -22.38923)
H (-33.93925, 2.47270, -22.45100)
H (-35.04730, 2.80199, -21.19627)
H (-33.18755, 4.57191, -20.89982)
C (-36.57594, -1.41348, -17.76813)
O (-37.48479, -0.99884, -16.77084)
H (-35.73366, -0.72537, -17.69629)
H (-36.11092, -2.38374, -17.59365)
H (-37.16417, -1.49850, -18.68184)
H (-37.92975, -1.76090, -16.39286)
C (-36.74771, 1.58469, -15.79686)
O (-35.83152, 0.45351, -15.91149)
H (-36.19960, 2.40532, -15.33402)
H (-37.07541, 1.87920, -16.79384)
H (-37.64865, 1.34465, -15.23224)
H (-36.28448, -0.30065, -16.29578)
C (-35.65417, -0.12185, -20.22018)
C (-34.97143, -0.52343, -21.57730)
C (-35.11778, 0.46478, -22.76457)
O (-36.54676, 0.59124, -23.02441)
C (-36.74970, 1.33606, -24.24257)
N (-33.55709, -0.70684, -21.21938)
H (-35.33816, -0.79270, -19.42131)
H (-36.73944, -0.03018, -20.17682)
H (-35.36348, 0.90348, -19.99148)
H (-35.39154, -1.45655, -21.95268)
H (-34.58658, 0.16857, -23.66911)
H (-34.73762, 1.43923, -22.45794)
H (-37.77888, 1.43167, -24.58861)
H (-36.24435, 0.86660, -25.08657)
H (-36.29014, 2.31377, -24.09771)
H (-33.55832, -1.31367, -20.41200)
H (-33.12304, 0.12495, -20.84546)
C (-29.47450, -1.27418, -17.23230)
C (-29.12929, -1.91067, -15.87384)
C (-30.34010, -2.58456, -15.20592)
O (-31.48054, -1.80353, -15.35737)
C (-31.68764, -0.74460, -14.44004)
N (-28.12167, -2.86036, -16.24428)
H (-29.76674, -2.01022, -17.98126)
H (-28.58976, -0.77910, -17.63261)
H (-30.22963, -0.49152, -17.15942)
H (-28.78159, -1.14974, -15.17514)
H (-30.20183, -2.86481, -14.16167)
H (-30.47334, -3.46881, -15.82917)
H (-31.93725, -1.13847, -13.45482)
H (-32.59784, -0.24376, -14.76994)
H (-30.94900, 0.05193, -14.52967)
H (-28.43191, -3.69734, -16.71684)
H (-27.72366, -3.19398, -15.37804)
C (-30.92001, 3.20752, -12.82456)
C (-32.07445, 2.42150, -13.56706)
C (-32.69133, 3.12896, -14.81530)
O (-33.19612, 4.45728, -14.64291)
C (-33.42454, 5.11146, -15.88923)
N (-31.70316, 1.05377, -13.94179)
H (-31.16645, 4.25917, -12.67830)
H (-30.08493, 3.28872, -13.52036)
H (-30.51159, 2.71042, -11.94468)
H (-32.91138, 2.26724, -12.88599)
H (-33.47711, 2.53349, -15.28012)
H (-31.86775, 3.25636, -15.51786)
H (-33.73250, 6.12436, -15.62978)
H (-34.25891, 4.65285, -16.41989)
H (-32.55289, 5.22607, -16.53357)
H (-32.00623, 0.45464, -13.18728)
H (-30.69351, 1.03490, -13.96069)
C (-31.75524, -2.54095, -19.43399)
C (-33.12504, -2.20783, -18.75769)
C (-33.07707, -1.95348, -17.22874)
O (-34.40741, -1.73805, -16.72531)
C (-34.38884, -1.38337, -15.36183)
N (-33.73737, -1.05297, -19.30079)
H (-31.33591, -3.46948, -19.04659)
H (-31.06969, -1.69772, -19.34980)
H (-31.86074, -2.64410, -20.51396)
H (-33.86141, -3.00564, -18.85442)
H (-32.28007, -1.27137, -16.93276)
H (-32.65239, -2.87616, -16.83326)
H (-35.43805, -1.15579, -15.17347)
H (-33.78561, -0.47857, -15.28735)
H (-33.87940, -2.18392, -14.82546)
H (-33.14262, -0.23718, -19.27163)
H (-34.39003, -0.87196, -18.55155)
C (-29.20154, 1.88062, -15.77000)
C (-27.79550, 1.87119, -16.32668)
C (-27.05472, 0.51767, -16.16594)
O (-26.93619, 0.17167, -14.74956)
C (-26.16876, -0.98015, -14.57030)
N (-27.94089, 2.28992, -17.69378)
H (-29.22881, 1.64491, -14.70614)
H (-29.82698, 1.16728, -16.30672)
H (-29.74771, 2.81684, -15.88532)
H (-27.13080, 2.52317, -15.75994)
H (-26.10025, 0.62026, -16.68225)
H (-27.57939, -0.17050, -16.82871)
H (-25.17260, -0.90870, -15.00694)
H (-26.69691, -1.86980, -14.91335)
H (-26.12033, -1.10797, -13.48890)
H (-27.34211, 1.79167, -18.33667)
H (-27.56637, 3.22523, -17.76472)

These are the Löwdin partial charges, in e, on atoms 1 to 99: atom 1 (C): -0.06, atom 2 (C): -0.30, atom 3 (C): -0.13, atom 4 (C): -0.20, atom 5 (C): -0.13, atom 6 (C): -0.49, atom 7 (N): -0.04, atom 8 (O): -0.08, atom 9 (C): -0.05, atom 10 (C): -0.04, atom 11 (C): 0.01, atom 12 (H): 0.00, atom 13 (H): 0.10, atom 14 (H): 0.08, atom 15 (H): 0.13, atom 16 (H): 0.12, atom 17 (H): 0.10, atom 18 (H): 0.12, atom 19 (H): 0.12, atom 20 (H): 0.12, atom 21 (H): 0.09, atom 22 (H): 0.08, atom 23 (H): 0.09, atom 24 (H): 0.04, atom 25 (H): 0.08, atom 26 (H): 0.11, atom 27 (H): 0.12, atom 28 (H): 0.06, atom 29 (H): 0.05, atom 30 (H): 0.07, atom 31 (C): -0.02, atom 32 (C): -0.38, atom 33 (C): -0.17, atom 34 (C): -0.18, atom 35 (C): -0.07, atom 36 (C): -0.23, atom 37 (N): -0.05, atom 38 (O): -0.09, atom 39 (C): -0.07, atom 40 (C): -0.14, atom 41 (C): -0.03, atom 42 (H): 0.08, atom 43 (H): -0.04, atom 44 (H): 0.10, atom 45 (H): 0.07, atom 46 (H): 0.08, atom 47 (H): 0.07, atom 48 (H): 0.07, atom 49 (H): 0.09, atom 50 (H): 0.08, atom 51 (H): 0.02, atom 52 (H): 0.03, atom 53 (H): 0.00, atom 54 (H): 0.04, atom 55 (H): 0.06, atom 56 (H): -0.02, atom 57 (H): 0.11, atom 58 (H): 0.10, atom 59 (H): 0.03, atom 60 (H): -0.17, atom 61 (C): -0.04, atom 62 (C): -0.45, atom 63 (C): -0.12, atom 64 (C): -0.15, atom 65 (C): -0.10, atom 66 (C): -0.39, atom 67 (N): -0.01, atom 68 (O): -0.15, atom 69 (C): -0.12, atom 70 (C): -0.04, atom 71 (C): -0.02, atom 72 (H): 0.09, atom 73 (H): 0.08, atom 74 (H): 0.07, atom 75 (H): 0.11, atom 76 (H): 0.12, atom 77 (H): 0.09, atom 78 (H): 0.10, atom 79 (H): 0.12, atom 80 (H): 0.12, atom 81 (H): 0.12, atom 82 (H): 0.02, atom 83 (H): 0.10, atom 84 (H): 0.10, atom 85 (H): 0.01, atom 86 (H): 0.12, atom 87 (H): 0.09, atom 88 (H): 0.01, atom 89 (H): 0.08, atom 90 (H): 0.09, atom 91 (C): -0.14, atom 92 (O): 0.00, atom 93 (H): 0.12, atom 94 (H): 0.10, atom 95 (H): 0.09, atom 96 (H): 0.13, atom 97 (C): -0.14, atom 98 (O): -0.06, atom 99 (H): 0.01